(1)
{"formula": "C4H3O3S", "method": "ωB97M-V/def2-TZVPD", "multiplicity": 3, "orbital_gap_ev": [5.8101, 7.2100], "charge": -1, "energy_ha": -778.09985, "relative_energy_kj_mol": 0.0, "symbols": ["C", "C", "C", "C", "O", "O", "O", "S", "H", "H", "H"], "positions_angstrom": [[-0.830, -0.149, -0.728], [0.117, 0.923, -0.167], [-1.675, -1.001, 0.520], [1.464, 0.509, 0.184], [-0.791, -1.657, 0.979], [-0.361, 2.082, -0.013], [-2.894, -0.830, 0.650], [-0.591, -0.703, -2.232], [1.895, -0.045, -0.638], [1.490, -0.329, 0.887], [2.177, 1.200, 0.558]], "atomic_forces_ev_per_a": [[0.541, 1.839, 0.720], [-4.129, 2.460, 0.103], [-2.373, 0.996, -1.195], [1.325, -1.850, 0.233], [1.246, -1.599, 1.745], [1.924, -2.757, -0.094], [1.921, 0.057, -0.392], [-0.077, -0.682, -0.780], [0.177, 0.200, -0.790], [-0.783, 0.122, 0.360], [0.228, 1.213, 0.090]]}

***

(2)
{"formula": "C3H2I2N2O", "method": "ωB97M-V/def2-TZVPD", "multiplicity": 3, "orbital_gap_ev": [6.9435, 8.6205], "energy_ha": -895.53805, "relative_energy_kj_mol": 120.6, "symbols": ["C", "C", "C", "N", "N", "O", "I", "I", "H", "H"], "positions_angstrom": [[0.700, 0.305, 1.030], [-0.846, 0.936, 0.199], [0.107, -0.900, -0.874], [1.067, -0.557, 0.060], [-0.994, -0.077, -0.674], [0.204, -1.758, -1.715], [2.072, 1.550, 1.959], [-2.453, 1.746, 1.225], [1.981, -0.987, -0.004], [-1.837, -0.258, -1.205]], "atomic_forces_ev_per_a": [[-3.380, 1.831, -0.763], [3.213, -0.192, 2.287], [-0.122, -0.329, -0.425], [0.801, -0.618, -0.547], [-0.496, -0.890, -0.776], [-0.008, 0.190, 0.194], [-0.085, 0.132, -0.164], [0.093, -0.171, 0.157], [-0.266, -0.095, 0.102], [0.250, 0.140, -0.064]]}

***

(3)
{"formula": "C23H25LiN", "method": "ωB97M-V/def2-TZVPD", "orbital_gap_ev": 4.0856, "charge": 1, "energy_ha": -953.41426, "relative_energy_kj_mol": 80.5, "symbols": ["C", "C", "C", "N", "C", "C", "C", "C", "C", "C", "C", "C", "C", "C", "C", "H", "H", "H", "H", "H", "H", "H", "H", "H", "H", "H", "H", "H", "H", "H", "H", "H", "H", "C", "Li", "C", "C", "C", "C", "C", "C", "C", "C", "H", "H", "H", "H", "H", "H", "H"], "positions_angstrom": [[-5.809, -1.829, -1.041], [-5.673, -0.306, -1.248], [-4.785, 0.333, -0.169], [-3.484, -0.376, -0.057], [-2.351, 0.202, -0.565], [-1.089, -0.352, -0.498], [0.026, 0.134, -1.153], [1.338, -0.463, -1.053], [2.324, -0.176, -2.045], [3.503, -0.885, -2.116], [3.831, -1.825, -1.152], [2.948, -2.091, -0.090], [1.691, -1.437, -0.035], [-3.624, -1.826, 0.224], [-4.431, -2.490, -0.894], [-6.409, -2.020, -0.143], [-6.374, -2.284, -1.868], [-5.229, -0.110, -2.232], [-6.665, 0.172, -1.269], [-4.603, 1.397, -0.378], [-5.285, 0.299, 0.806], [-2.492, 1.124, -1.100], [-0.956, -1.220, 0.116], [-0.094, 0.959, -1.834], [2.086, 0.552, -2.804], [4.167, -0.722, -2.948], [4.750, -2.384, -1.240], [3.222, -2.818, 0.680], [1.080, -1.488, 0.908], [-2.638, -2.284, 0.349], [-4.134, -1.938, 1.186], [-4.526, -3.568, -0.724], [-3.876, -2.383, -1.833], [2.995, 0.319, 2.885], [2.494, -0.142, 0.903], [1.506, 0.425, 2.583], [1.239, 1.351, 1.591], [2.560, 1.964, 1.161], [3.588, 1.422, 2.017], [4.836, 2.074, 2.058], [5.090, 3.109, 1.165], [4.136, 3.532, 0.248], [2.868, 2.989, 0.250], [3.194, 0.515, 3.950], [0.731, -0.198, 3.047], [0.266, 1.609, 1.169], [5.544, 1.844, 2.839], [6.033, 3.631, 1.216], [4.375, 4.325, -0.442], [2.105, 3.335, -0.419]], "atomic_forces_ev_per_a": [[-0.081, 0.120, 0.031], [0.004, -0.291, -0.160], [-0.167, 0.231, -0.186], [1.818, 1.264, -1.511], [-3.354, -1.291, 0.761], [2.044, -0.412, -0.274], [-1.070, -0.526, 0.856], [1.470, -1.195, 0.162], [-1.450, -0.266, 0.571], [0.258, -0.155, 0.165], [-0.579, -0.215, 0.165], [-1.013, 0.272, -0.209], [-0.527, -1.030, -1.330], [0.341, -0.053, 0.456], [-0.193, 0.238, -0.317], [0.125, 0.029, -0.008], [0.274, 0.193, 0.164], [0.029, -0.038, 0.107], [0.371, -0.089, 0.206], [0.099, -0.365, 0.001], [0.210, -0.184, -0.048], [-0.196, 0.497, 0.144], [0.050, -0.294, 0.177], [0.055, 0.364, -0.176], [-0.009, 0.131, -0.118], [0.185, 0.160, -0.042], [0.091, 0.025, 0.098], [-0.132, 0.403, -0.195], [0.426, -0.426, -1.240], [-0.215, 0.163, -0.165], [-0.034, 0.148, -0.096], [0.055, 0.222, 0.214], [0.014, 0.012, 0.020], [-1.911, 2.862, -0.920], [1.765, 1.701, 1.296], [1.500, 0.333, 0.576], [1.674, 0.547, -0.694], [-1.090, -0.710, 1.121], [-1.715, -0.752, 0.779], [-0.182, 0.259, -0.454], [0.220, -0.631, 0.886], [-0.683, -0.014, -0.452], [0.187, -0.439, 0.175], [0.420, -1.281, -0.315], [0.424, 0.353, 0.071], [0.361, -0.116, 0.133], [0.197, -0.233, -0.081], [0.155, 0.016, 0.004], [0.029, 0.112, -0.080], [-0.250, 0.350, -0.272]]}

***

(4)
{"formula": "C4H9NO2", "method": "ωB97M-V/def2-TZVPD", "orbital_gap_ev": 10.8105, "energy_ha": -363.02504, "relative_energy_kj_mol": 158.8, "smiles": "NC(=O)CCCO", "symbols": ["C", "O", "C", "C", "C", "N", "O", "H", "H", "H", "H", "H", "H", "H", "H", "H"], "positions_angstrom": [[-1.028, 0.871, 1.127], [-2.399, 1.168, 1.359], [-1.025, -0.174, -0.014], [0.180, -0.096, -0.928], [1.333, -0.761, -0.294], [2.450, -0.941, -1.073], [1.331, -1.430, 0.765], [-0.592, 0.576, 2.023], [-0.615, 1.814, 0.591], [-2.676, 1.247, 2.331], [-1.901, 0.053, -0.599], [-1.195, -1.255, 0.371], [0.518, 1.000, -1.248], [-0.178, -0.493, -1.933], [2.538, -0.323, -1.883], [3.258, -1.256, -0.595]], "atomic_forces_ev_per_a": [[-1.288, 1.450, -3.267], [-1.551, 0.260, 2.167], [-0.403, -0.921, 1.180], [-0.812, 2.050, -1.433], [1.913, -4.118, 0.960], [-1.096, 1.814, -1.219], [-0.873, 2.164, -1.241], [1.438, -0.378, 1.291], [0.010, -1.264, 1.508], [1.140, -0.246, -2.176], [-0.393, 0.205, -0.179], [0.565, 1.794, -0.570], [-0.889, -1.887, 1.024], [1.163, -0.164, 1.189], [0.369, -0.514, 0.541], [0.708, -0.246, 0.225]]}